Entry 1:
ORCA calculation (wB97M-V/def2-TZVPD) on a structure of composition C21H12N5O6S in a non-equilibrium geometry.

Properties
HOMO level (eV): -4.71
E (Ha): -1930.6178
LUMO level (eV): 1.497

Structure (ORCA input):
```
! RIJCOSX wB97M-V def2-TZVPD def2/J DEFGRID3
* xyz -1 1
N -1.7062 -6.1585 1.4438
C -1.2809 -5.0823 1.2660
C -0.7464 -3.7764 1.0550
C 0.6263 -3.4451 0.9280
C 1.0438 -2.1301 0.8567
N 2.4263 -1.8242 0.9986
O 3.2666 -2.7597 0.9106
O 2.7579 -0.6371 1.2243
C 0.1244 -0.8989 0.8550
C -1.2954 -1.3876 1.0618
N -2.3988 -0.6295 1.3737
O -2.6260 0.5383 1.5987
O -3.4855 -1.6256 1.5726
N -3.0236 -2.9070 1.4016
C -1.6862 -2.7189 1.1187
H 1.3595 -4.2576 0.9456
H 0.3788 -0.2949 1.7531
C 3.3417 -1.2171 -3.1838
C 2.0626 -1.7689 -3.2343
C 1.0735 -1.3297 -2.3441
C 1.3774 -0.3944 -1.3423
C 0.2774 -0.1063 -0.3506
C -0.9504 0.2107 -1.0176
N -1.9385 0.5209 -1.5678
S 0.8000 2.1492 -0.0236
C -0.7116 3.0468 0.4412
C -1.2922 3.9303 -0.4582
C -2.4758 4.5731 -0.0828
C -3.0525 4.3229 1.1648
C -2.4294 3.4491 2.0561
C -1.2167 2.8464 1.7160
O 1.7342 2.2821 1.0735
O 1.1421 2.6755 -1.3282
C 2.6655 0.1639 -1.3114
C 3.6335 -0.2332 -2.2360
H 4.1276 -1.5744 -3.8553
H 1.8022 -2.5372 -3.9626
H 0.0550 -1.7273 -2.3997
H -0.8343 4.0902 -1.4321
H -2.9499 5.2556 -0.7852
H -3.9972 4.7936 1.4419
H -2.8848 3.2181 3.0145
H -0.6810 2.2041 2.4134
H 2.9632 0.9257 -0.5933
H 4.6240 0.2254 -2.1763
*
```

Entry 2:
ORCA calculation (wB97M-V/def2-TZVPD) on the ion C21H13 with charge +1 in a non-equilibrium geometry.

Properties
HOMO level (eV): -10.37
E (Ha): -807.7777
Energy relative to the best compared isomer or geometry (same formula, charge and spin) (kcal per mole): 1.2
LUMO level (eV): -6.191

Structure (ORCA input):
```
! RIJCOSX wB97M-V def2-TZVPD def2/J DEFGRID3
* xyz 1 1
C 3.2826 -3.5566 0.0590
C -2.9305 2.7559 0.6374
C -2.1644 3.8484 0.9814
C -0.7660 3.7953 1.0054
C 3.9677 -2.3675 0.3841
C 1.8923 -3.5248 -0.0972
C 3.9794 0.0137 0.7611
C -0.1854 -2.2877 -0.1319
C 3.2868 1.2061 0.8813
C 1.2088 2.4807 0.8519
C -2.3478 1.5080 0.3829
C -0.9090 -1.0957 0.0243
C -0.1719 2.5575 0.7231
C 3.2863 -1.1535 0.5045
C 1.2023 -2.3191 0.0216
C 1.8859 1.2760 0.7453
C -0.9448 1.3973 0.4114
C -0.2398 0.1432 0.2873
C 1.8623 -1.1188 0.3481
C 1.1724 0.1019 0.4262
C -2.9026 5.0912 1.2833
H 3.8703 -4.4694 -0.0531
H -3.9994 2.8668 0.5905
H -0.1668 4.6635 1.3164
H 5.0560 -2.3634 0.4001
H 1.3525 -4.4518 -0.2826
H 5.0759 0.0475 0.8268
H -0.7400 -3.1875 -0.3468
H 3.8284 2.1136 1.0511
H 1.7572 3.3452 1.1350
H -3.0427 0.6917 0.1820
H -2.0225 -1.1845 -0.0901
H -2.4426 6.0664 1.4643
H -3.9987 5.1024 1.3081
*
```